Entry 1:
Computed, not measured: a structure of composition C18H18ClCoO5, with the ωB97M-V functional and the def2-TZVPD basis.

Geometry (Å):
1 C 0.1020 -1.3949 0.5668
2 C -0.8277 -2.5952 0.4090
3 C -0.5859 -3.1665 -0.8244
4 H -1.6187 -2.7653 1.1370
5 C 0.5641 -2.5606 -1.4485
6 C 1.0499 -1.5344 -0.6441
7 H 1.9197 -0.9024 -0.7037
8 H 0.7030 -1.3283 1.6575
9 H -1.1290 -3.9824 -1.2840
10 H 0.9970 -2.9665 -2.3577
11 C -0.1228 2.4767 -1.8180
12 C -0.4675 2.7050 -0.4341
13 C 0.6840 2.3816 0.3479
14 H -1.4568 2.9621 -0.0389
15 C 1.7095 1.9091 -0.5372
16 C 1.2357 2.0297 -1.8871
17 H 1.8190 1.8980 -2.7878
18 H -0.7814 2.7564 -2.6425
19 H 0.7950 2.4577 1.4358
20 H 2.7154 1.6928 -0.2101
21 Co 0.0599 0.8036 -0.7662
22 O -0.5618 -0.1320 -2.2449
23 C -1.7984 -0.3877 -2.8772
24 C -0.7048 -0.9738 -3.7192
25 H -2.3339 -1.1062 -2.2874
26 H -2.3372 0.5058 -3.2017
27 H -0.4594 -2.0221 -3.5307
28 H 1.0074 -1.8460 -5.6256
29 C 0.6149 -0.8443 -5.8047
30 C -0.1478 -0.2243 -4.8088
31 C -0.5964 1.1261 -5.0002
32 H -1.1637 1.5941 -4.1908
33 C -0.3184 1.7739 -6.1877
34 H -0.5732 2.8324 -6.2772
35 C 0.3730 1.1060 -7.2103
36 H 0.5899 1.6198 -8.1511
37 C 0.8918 -0.1773 -7.0079
38 H 1.5689 -0.6301 -7.7326
39 O -1.0256 -1.8465 3.6700
40 Cl -0.0937 -0.7322 3.8799
41 O -0.7432 0.5750 3.8243
42 O 1.0500 -0.8539 2.7069
43 O -0.6431 -0.2412 0.5800

Force components x, y, z for each atom (eV/Å):
0.1 -2.8 -2.1
0.8 0.9 -1.4
-0.5 0.1 1.5
0.1 -0.1 -0.4
1.5 1.0 1.3
-1.7 -1.6 0.3
0.3 -0.1 -0.5
-0.7 -0.9 -1.8
0.0 -0.2 0.1
0.3 0.0 0.1
0.0 2.2 0.2
0.2 1.2 0.2
0.6 1.4 0.2
0.6 0.0 -0.3
0.5 2.0 0.2
0.2 1.2 0.2
-0.1 -0.3 0.1
0.3 -0.4 0.3
-0.3 -0.4 -0.6
-0.1 -0.3 -0.1
-1.0 -4.4 1.5
-1.6 -2.2 -4.7
1.1 -0.3 0.3
-0.5 0.9 3.2
-0.7 -0.2 0.1
-0.1 -0.3 0.0
0.0 0.5 -0.2
-0.2 0.2 -0.1
0.1 0.3 0.1
-0.6 1.2 -1.5
0.5 -1.1 0.0
0.4 0.0 -0.6
0.2 0.1 0.1
-0.1 -0.4 -0.2
0.6 -0.1 -0.1
-0.1 -0.1 0.3
-0.2 0.4 0.5
-0.4 0.1 0.0
-0.2 0.4 -0.4
2.2 -0.5 -0.3
-0.1 -0.2 -0.6
-0.9 1.3 4.2
-0.6 1.5 0.5

Summary:
**Maximum force**: 0.1048 Eh/bohr
**Lowest unoccupied orbital energy (spin up / spin down)**: 2.280 / 2.135 eV
**Orbital gap (spin up / spin down)**: 5.436 / 5.261 eV
**Charge**: -1
**Highest occupied orbital energy (spin up / spin down)**: -0.11595 / -0.11490 Ha
**Expectation value of S²**: 3.7839
**Molecular weight**: 408.72 g/mol
**Spin multiplicity**: 4

These are the natural (NBO) partial charges, in e, on atoms 1 to 5: -0.11, -0.14, -0.34, 0.22, -0.28

***

Entry 2:
Computed, not measured: a structure of composition C18H18ClIrN3O9P2S2, with the ωB97M-V functional and the def2-TZVPD basis.

Geometry (Å):
1 Ir -0.6681 -0.8850 0.2398
2 O 3.0802 -1.9832 -1.8151
3 P 2.2065 -1.5100 -0.5848
4 O 2.8067 -0.3983 0.1959
5 O 0.7939 -1.3528 -1.1333
6 O 2.1447 -2.8329 0.3574
7 P 1.5416 -2.7107 1.8571
8 O 2.5202 -1.7128 2.5815
9 O 1.3621 -3.9978 2.5068
10 O 0.1959 -1.8921 1.6488
11 H 3.9922 -1.6813 -1.7285
12 H 2.8302 -1.0348 1.9388
13 O -3.3503 1.4356 -3.9533
14 C -2.6016 2.4251 -3.4360
15 C -2.6970 3.6805 -4.0375
16 C -1.9472 4.7373 -3.5660
17 C -1.0810 4.5749 -2.4849
18 C -0.9811 3.3400 -1.8841
19 C -1.7355 2.2538 -2.3433
20 C -1.5989 0.9640 -1.6706
21 O -0.8060 0.8986 -0.6412
22 N -2.2525 -0.0869 -2.0841
23 N -1.9169 -1.1725 -1.2914
24 C -2.3236 -2.3394 -1.6458
25 S -3.3475 -2.5629 -3.0351
26 C -3.2295 -4.3740 -2.9845
27 C -3.1246 -4.8004 -1.5343
28 S -1.8617 -3.7581 -0.7509
29 H -3.1581 0.6084 -3.4694
30 H -3.3679 3.7920 -4.8785
31 H -2.0333 5.7031 -4.0476
32 H -0.4896 5.4048 -2.1238
33 H -0.3134 3.1855 -1.0466
34 H -2.3553 -4.6859 -3.5538
35 H -4.1278 -4.7718 -3.4551
36 H -2.7930 -5.8333 -1.4399
37 H -4.0723 -4.6765 -1.0121
38 N -2.8652 -0.1848 2.2527
39 C -2.0392 -0.4489 1.4895
40 H -3.5225 0.0368 2.9687
41 Cl 4.5676 6.7952 2.4046
42 C 3.4422 5.4980 2.1581
43 C 3.9176 4.2298 1.8357
44 C 3.0249 3.2009 1.6393
45 C 1.6273 3.4065 1.7624
46 C 0.7278 2.3576 1.5567
47 C 1.1857 4.7146 2.0859
48 C 2.0780 5.7442 2.2820
49 H 4.9820 4.0663 1.7390
50 H 3.3847 2.2146 1.3709
51 H -0.3402 2.5262 1.5876
52 H 1.0887 1.3734 1.2918
53 H 0.1226 4.9005 2.1807
54 H 1.7342 6.7389 2.5305

Force components x, y, z for each atom (eV/Å):
-0.1 0.1 -0.2
0.0 0.0 0.0
0.2 -0.2 0.2
0.0 0.0 -0.1
-0.1 0.1 0.0
0.0 0.1 0.0
-0.1 -0.1 -0.1
0.0 0.0 0.0
0.0 0.0 0.0
0.2 0.0 0.2
0.0 0.0 0.0
0.0 0.1 0.0
0.0 0.1 0.0
0.1 0.0 0.0
0.0 0.0 0.0
0.0 0.0 0.0
0.0 0.0 0.0
0.0 0.0 0.0
-0.1 0.0 -0.1
0.0 -0.2 0.0
0.0 0.0 0.0
0.0 0.1 0.0
0.1 0.0 0.1
0.0 0.0 0.0
0.0 0.0 0.0
0.0 0.0 0.0
0.0 0.0 0.0
0.0 0.0 0.0
0.0 0.0 0.0
0.0 0.0 0.0
0.0 0.0 0.0
0.0 0.0 0.0
0.0 0.0 0.0
0.0 0.0 0.0
0.0 0.0 0.0
0.0 0.0 0.0
0.0 0.0 0.0
0.0 0.0 0.0
-0.2 0.0 0.0
0.0 0.0 0.0
0.0 0.0 0.0
0.0 0.0 0.0
0.0 0.0 0.0
0.1 0.0 0.0
0.0 0.0 0.0
0.0 0.0 -0.1
0.0 0.0 0.0
0.0 0.0 0.0
0.0 0.0 0.0
0.0 0.0 0.0
0.0 0.0 0.1
0.0 0.0 0.0
0.0 0.0 0.0
0.0 0.0 0.0

Summary:
**Maximum force**: 0.0072 Eh/bohr
**Lowest unoccupied orbital energy (spin up / spin down)**: -1.055 / -1.058 eV
**Orbital gap (spin up / spin down)**: 6.066 / 7.635 eV
**Relative energy (zero: lowest compared OMol25 entry of this formula, charge and spin)**: 0.0 kcal/mol
**Highest occupied orbital energy (spin up / spin down)**: -0.26171 / -0.31944 Ha
**Expectation value of S²**: 0.7938
**Molecular weight**: 774.11 g/mol
**Spin multiplicity**: 2

These are the natural (NBO) partial charges, in e, on atoms 1 to 5: 1.15, -0.98, 2.56, -1.16, -1.11

***

Entry 3:
Computed, not measured: the molecule C18H18ClN3OS, with the ωB97M-V functional and the def2-TZVPD basis.

Geometry (Å):
1 C 3.7935 1.5295 2.6002
2 C 3.0961 1.1432 1.3330
3 C 2.8554 2.0961 0.3472
4 C 2.2124 1.7566 -0.8261
5 C 1.7820 0.4494 -1.0449
6 C 1.0926 0.0957 -2.3154
7 C 0.0088 -0.9271 -2.3640
8 C -0.3322 0.5230 -2.6133
9 C -1.2111 1.2806 -1.6835
10 O -2.1365 1.9592 -2.0707
11 N -0.9400 1.1378 -0.3506
12 N -1.6900 1.8094 0.6101
13 C -3.0080 1.4844 0.8099
14 S -4.0623 2.6152 1.3639
15 N -3.4116 0.2066 0.5822
16 C -2.6425 -0.9521 0.5476
17 C -3.0644 -2.0300 -0.2304
18 C -2.3235 -3.1944 -0.2764
19 C -1.1558 -3.2943 0.4660
20 Cl -0.2100 -4.7412 0.3918
21 C -0.7429 -2.2451 1.2734
22 C -1.4845 -1.0807 1.3162
23 C 2.0357 -0.5087 -0.0690
24 C 2.6828 -0.1619 1.1046
25 H 3.8711 0.6834 3.2778
26 H 4.7971 1.8928 2.3825
27 H 3.2534 2.3312 3.1021
28 H 3.1791 3.1145 0.5053
29 H 2.0302 2.5062 -1.5822
30 H 1.7534 0.1457 -3.1757
31 H -0.3334 -1.3622 -1.4374
32 H -0.0379 -1.6045 -3.2029
33 H -0.5503 0.8021 -3.6376
34 H -0.1055 0.6622 -0.0290
35 H -1.5440 2.8164 0.6478
36 H -4.4123 0.0985 0.4883
37 H -3.9725 -1.9462 -0.8075
38 H -2.6463 -4.0218 -0.8878
39 H 0.1482 -2.3425 1.8726
40 H -1.1807 -0.2747 1.9660
41 H 1.7332 -1.5321 -0.2350
42 H 2.8732 -0.9201 1.8504

Force components x, y, z for each atom (eV/Å):
0.0 0.0 0.0
0.0 -0.1 0.0
0.0 0.0 -0.1
0.0 -0.1 0.0
0.2 -0.1 0.0
0.1 0.0 -0.1
0.0 -0.1 -0.1
0.0 0.0 -0.4
0.0 0.1 0.1
-0.1 0.1 -0.1
0.0 0.2 0.5
0.4 -0.1 -0.4
-0.2 0.1 0.1
-0.2 0.3 0.1
-0.1 0.2 -0.3
0.4 -0.6 0.0
0.1 0.3 0.2
0.2 -0.1 0.1
-0.2 0.1 0.0
0.1 -0.1 0.0
-0.1 -0.1 -0.1
-0.3 -0.2 0.0
0.0 0.1 -0.3
0.0 0.1 0.1
0.0 0.0 0.1
0.1 0.0 0.1
0.0 0.0 0.1
0.0 0.1 0.0
0.0 0.1 -0.1
-0.1 0.0 0.0
0.0 0.0 0.2
0.0 0.0 -0.1
0.0 0.0 0.1
-0.3 0.2 0.0
0.0 -0.3 0.0
0.2 0.1 0.1
-0.1 0.0 -0.1
0.0 -0.1 -0.1
0.1 0.0 0.1
0.0 0.1 0.0
-0.1 -0.1 0.0
0.0 -0.1 0.1

Summary:
**Maximum force**: 0.0140 Eh/bohr
**Lowest unoccupied orbital energy**: 0.487 eV
**Orbital gap**: 8.691 eV
**Relative energy (zero: lowest compared OMol25 entry of this formula, charge and spin)**: 0.0 kcal/mol
**Highest occupied orbital energy**: -0.30149 Ha
**SMILES string**: Cc1ccc([C@H]2C[C@H]2C(=O)NNC(=S)Nc2ccc(Cl)cc2)cc1
**Molecular weight**: 359.88 g/mol

These are the natural (NBO) partial charges, in e, on atoms 1 to 5: -0.63, -0.01, -0.21, -0.18, -0.08

***

Entry 4:
Computed, not measured: the molecule C18H18ClNO7S, with the ωB97M-V functional and the def2-TZVPD basis.

Geometry (Å):
1 C 3.6028 4.2666 1.2101
2 O 2.3918 3.9660 1.8918
3 C 1.7137 2.8755 1.5873
4 C 0.5153 2.6206 2.2727
5 C -0.1855 1.4589 2.1129
6 C -1.6177 1.3465 2.7860
7 C -1.4883 0.9795 4.3179
8 C -2.5481 2.5373 2.7829
9 C 0.4323 0.4181 1.3178
10 C 1.5870 0.6138 0.6150
11 C 2.1955 1.8526 0.7802
12 S 1.9404 -0.9699 -0.2893
13 O 2.1485 -0.7684 -1.7579
14 O 3.0602 -1.6285 0.3565
15 N 0.5319 -1.7974 0.1596
16 C 0.1949 -3.2007 -0.1980
17 O 0.8047 -3.4977 -1.3736
18 C 0.4224 -4.4470 -2.2613
19 C 0.7160 -4.1610 -3.6840
20 C 0.4454 -5.1631 -4.6525
21 C 0.6457 -4.8285 -6.1180
22 O -0.0485 -6.3621 -4.3438
23 C -0.0771 -6.7607 -3.0206
24 O -0.3340 -7.8682 -2.6157
25 C 0.0747 -5.7614 -1.8714
26 Cl -0.1680 -6.4725 -0.3415
27 C -0.1425 -1.0343 1.0739
28 O -1.1866 -1.4986 1.5213
29 H 3.6053 3.9680 0.1647
30 H 3.6413 5.4085 1.0792
31 H 4.5999 3.9261 1.5554
32 H 0.1613 3.3575 2.9375
33 H -2.1985 0.5543 2.3193
34 H -1.8951 1.7570 4.9085
35 H -2.1315 0.1359 4.5610
36 H -0.4903 0.7133 4.5292
37 H -3.5054 2.2118 3.1622
38 H -2.2099 3.3741 3.4037
39 H -2.6598 2.9832 1.8374
40 H 3.1576 1.8813 0.3566
41 H -0.9627 -3.4081 -0.3098
42 H 0.4908 -3.9402 0.6086
43 H 1.1433 -3.1911 -3.9300
44 H 1.6118 -5.3781 -6.3927
45 H 0.8886 -3.7592 -6.2262
46 H -0.2430 -5.1318 -6.7031

Force components x, y, z for each atom (eV/Å):
0.6 2.4 -1.7
1.1 1.0 0.2
-0.3 -2.6 0.2
0.5 0.1 -0.7
-1.3 -1.2 -0.3
0.8 -0.8 1.0
-0.9 -1.0 -1.7
0.9 0.8 0.3
-2.2 -1.8 0.2
-1.9 -0.4 0.8
1.3 -0.7 -1.0
3.8 0.1 -2.9
-1.6 -0.2 3.5
-1.0 0.5 -0.1
1.2 1.4 -0.9
-2.7 -1.7 1.8
1.1 0.7 -2.0
0.6 -2.6 0.8
-1.1 -2.7 -0.2
0.7 4.5 1.6
1.3 -1.2 0.6
0.2 -0.8 0.6
-0.9 0.2 3.7
0.2 -0.3 -2.5
0.5 2.1 -3.7
0.2 0.7 0.2
-3.0 0.5 0.9
1.1 0.9 0.3
-0.5 -0.4 -0.1
0.0 -1.6 0.8
-1.0 -0.2 0.9
-0.5 0.9 0.6
0.6 -0.2 -0.3
0.2 1.1 0.7
0.1 -0.3 -0.2
1.1 -0.1 0.7
-0.3 0.0 0.1
0.1 -0.2 0.3
-0.4 0.3 -1.6
1.1 0.7 -0.6
2.0 1.2 0.4
0.1 1.2 -0.6
-0.2 -0.3 -0.1
-1.5 0.5 -0.3
-0.4 -0.5 0.1
0.7 0.1 0.1

Summary:
**Maximum force**: 0.0940 Eh/bohr
**Lowest unoccupied orbital energy**: 0.069 eV
**Orbital gap**: 8.614 eV
**Relative energy (zero: lowest compared OMol25 entry of this formula, charge and spin)**: 5.7 kcal/mol
**Highest occupied orbital energy**: -0.31400 Ha
**SMILES string**: COc1cc(C(C)C)c2c(c1)S(=O)(=O)N(COc1cc(C)oc(=O)c1Cl)C2=O
**Molecular weight**: 427.86 g/mol

These are the natural (NBO) partial charges, in e, on atoms 1 to 5: -0.28, -0.47, 0.36, -0.25, 0.07

***

Entry 5:
Computed, not measured: a structure of composition C18H18CuF6N6S2Sb, with the ωB97M-V functional and the def2-TZVPD basis.

Geometry (Å):
1 Cu -0.1894 -0.0769 0.2443
2 C 1.3811 1.3462 4.0813
3 C 1.1040 0.7861 2.7306
4 N -0.0500 0.4921 2.2716
5 N -1.2016 0.6881 2.9659
6 C -2.3659 0.5967 2.2666
7 N -3.4691 0.9754 2.9035
8 S -2.4787 -0.0025 0.6949
9 C 2.1935 0.6082 1.7290
10 C 3.5004 0.9818 1.9792
11 C 4.4277 0.9157 0.9468
12 C 4.0184 0.4807 -0.2986
13 C 2.6928 0.1105 -0.4667
14 N 1.8097 0.1597 0.5200
15 H 0.6272 1.0430 4.8068
16 H 1.4130 2.4359 4.0349
17 H 2.3393 0.9963 4.4582
18 H -1.1717 1.2877 3.7815
19 H -3.4522 1.3885 3.8220
20 H -4.3448 0.9726 2.4070
21 H 3.7896 1.3564 2.9479
22 H 5.4512 1.2186 1.1150
23 H 4.6963 0.4356 -1.1364
24 H 2.3247 -0.2294 -1.4260
25 F -0.2394 1.6876 -0.6909
26 Sb -0.2414 3.5949 -0.0898
27 F -0.2064 5.3539 0.5330
28 F 1.3351 3.1221 0.8653
29 F -1.2088 2.9726 1.4357
30 F 0.7713 3.9638 -1.6217
31 F -1.8483 3.7869 -1.0289
32 S -0.1479 -6.6355 -0.4119
33 C -0.1276 -4.8584 -0.2644
34 C -1.0315 -4.0745 -0.9708
35 C -0.9924 -2.7019 -0.8176
36 N -0.1080 -2.0915 -0.0253
37 C 0.7710 -2.8410 0.6399
38 C 0.7979 -4.2172 0.5484
39 C -0.9384 -6.9677 1.1582
40 C -2.3188 -6.9132 1.2834
41 C -2.8758 -7.1584 2.5297
42 N -2.1640 -7.4498 3.6108
43 C -0.8473 -7.5269 3.4715
44 C -0.1841 -7.2967 2.2746
45 H -1.7594 -4.5233 -1.6296
46 H -1.6954 -2.0670 -1.3405
47 H 1.4799 -2.3108 1.2625
48 H 1.5297 -4.7828 1.1056
49 H -2.9488 -6.6950 0.4331
50 H -3.9505 -7.1203 2.6593
51 H -0.2854 -7.7870 4.3602
52 H 0.8911 -7.3856 2.2151

Force components x, y, z for each atom (eV/Å):
0.0 -0.3 0.6
0.0 -0.1 0.1
-0.2 0.0 -0.1
0.0 0.1 0.0
0.1 0.0 0.1
-0.1 0.1 0.1
0.1 0.0 0.0
0.0 -0.1 -0.2
0.0 0.1 0.1
-0.1 0.0 -0.1
0.0 0.0 0.0
0.0 0.0 0.0
0.1 -0.1 -0.1
0.0 0.1 -0.1
0.0 0.0 0.0
0.0 0.1 0.0
0.0 0.0 0.0
0.0 0.0 -0.1
0.0 0.0 0.0
0.0 0.0 0.0
0.0 0.0 0.0
0.0 0.0 0.0
0.0 0.0 0.0
0.0 0.0 0.0
0.0 0.3 -0.1
0.0 0.1 -0.3
0.0 -0.1 0.0
-0.1 0.0 0.0
0.1 0.1 -0.1
0.0 -0.1 0.2
0.1 -0.1 0.1
-0.1 0.0 0.0
0.0 0.0 -0.1
0.0 0.0 0.0
-0.1 -0.1 -0.1
-0.1 0.2 -0.2
0.2 -0.1 0.1
0.0 0.0 0.1
0.0 0.0 0.1
0.1 0.0 -0.1
-0.1 0.0 -0.1
0.0 0.0 0.1
0.1 0.0 0.1
0.0 0.0 -0.1
0.0 0.0 0.0
0.0 0.0 0.0
0.0 0.0 0.0
0.0 0.0 0.0
0.0 0.0 0.0
0.0 0.0 0.0
0.0 0.0 0.0
0.0 0.0 0.0

Summary:
**Maximum force**: 0.0122 Eh/bohr
**Lowest unoccupied orbital energy (spin up / spin down)**: -3.868 / -4.538 eV
**Orbital gap (spin up / spin down)**: 8.336 / 7.663 eV
**Charge**: +1
**Highest occupied orbital energy (spin up / spin down)**: -0.44847 / -0.44841 Ha
**Expectation value of S²**: 0.7534
**Molecular weight**: 681.81 g/mol
**Spin multiplicity**: 2

These are the natural (NBO) partial charges, in e, on atoms 1 to 5: 1.37, -0.70, 0.30, -0.33, -0.42